{"formula": "C25H16AsAuNO4", "method": "ωB97M-V/def2-TZVPD", "mol_weight_g_mol": 666.3, "homo_energy_ev": -5.44, "charge": -1, "largest_force_ev_per_a": 3.81, "gap_ev": 7.76, "energy_ha": -3689.54183, "e_above_lowest_kcal_mol": 0.0, "lumo_energy_ev": 2.32, "symbols": ["Au", "O", "C", "O", "C", "C", "C", "C", "C", "N", "C", "O", "O", "H", "H", "H", "C", "C", "C", "C", "C", "C", "As", "C", "C", "C", "C", "C", "C", "C", "C", "C", "C", "C", "C", "H", "H", "H", "H", "H", "H", "H", "H", "H", "H", "H", "H", "H"], "positions_angstrom": [[-1.91324, 0.38883, 1.11331], [-5.80534, 0.73939, 2.71383], [-4.74201, 0.35877, 2.17862], [-3.84977, 1.13590, 1.70700], [-4.45012, -1.11751, 2.07551], [-5.44866, -2.03733, 2.52937], [-5.21917, -3.34852, 2.35191], [-4.04791, -3.73062, 1.71712], [-3.09291, -2.80902, 1.25123], [-3.35657, -1.49097, 1.48315], [-1.87493, -3.35514, 0.44112], [-1.93059, -4.57001, 0.18082], [-0.98823, -2.54740, 0.12577], [-6.41259, -1.57338, 2.79643], [-6.04747, -4.10187, 2.57136], [-3.81245, -4.79112, 1.57177], [4.29578, 0.23079, 1.96287], [3.59412, -0.89993, 1.58886], [2.34805, -0.77233, 1.04759], [1.71176, 0.46777, 1.02912], [2.42416, 1.59025, 1.46972], [3.69280, 1.49106, 1.92016], [0.11927, 0.65619, -0.03613], [0.80887, -0.23066, -1.55141], [0.96873, -1.60103, -1.77215], [1.72470, -2.01365, -2.84431], [2.34899, -1.07388, -3.64620], [2.37663, 0.25974, -3.31195], [1.55995, 0.67408, -2.25362], [1.30186, 2.13561, -1.98986], [1.85581, 3.26645, -2.62088], [1.50097, 4.52537, -2.19995], [0.46463, 4.71857, -1.23375], [0.03192, 3.58664, -0.55387], [0.49511, 2.31254, -0.88219], [5.29360, 0.12239, 2.43131], [3.82541, -1.93897, 1.70914], [1.78932, -1.64640, 0.72393], [2.03395, 2.59571, 1.38503], [4.20511, 2.35383, 2.23713], [0.47637, -2.23822, -1.18057], [1.77965, -3.05297, -3.10829], [2.95216, -1.32929, -4.48821], [3.02097, 0.99363, -3.88564], [2.59889, 3.02363, -3.32270], [1.94680, 5.33498, -2.76383], [0.08013, 5.70767, -0.96916], [-0.63451, 3.60042, 0.30150]], "forces_ev_per_angstrom": [[-0.02, -0.04, -0.86], [1.08, -0.72, -0.70], [-0.91, 1.15, 0.85], [0.10, 0.26, 0.16], [-2.07, -0.96, 0.81], [-0.20, 2.91, -0.63], [-1.25, -1.99, -0.18], [1.33, -0.90, -0.30], [-1.62, -0.16, 0.86], [1.79, -1.02, -0.80], [-0.30, -0.39, 0.10], [-0.17, 0.17, 0.19], [0.34, 0.79, 0.15], [0.70, -0.47, 0.30], [1.41, 0.93, -0.12], [-0.14, 0.51, -0.15], [1.10, -0.16, 1.23], [-0.18, -0.12, -0.02], [-1.86, 0.65, 0.17], [1.08, 0.35, -0.55], [-1.57, 0.29, -0.76], [1.01, -1.82, 0.10], [-1.53, -0.19, 1.55], [0.68, -1.05, 0.13], [1.15, 2.65, -1.86], [-0.27, 0.10, -0.44], [1.05, 0.38, 0.06], [0.09, 0.93, -0.18], [0.57, 2.00, -2.06], [0.52, -0.54, 0.76], [-0.84, -1.57, 1.41], [-1.16, 0.50, -0.23], [1.12, -0.51, -0.32], [-0.05, -0.40, 0.56], [-0.18, 1.16, -0.60], [-0.60, 0.11, -0.48], [1.28, -0.17, 0.20], [0.14, 0.01, 0.02], [-0.47, -0.05, 0.00], [0.68, 0.86, 0.33], [-1.85, -2.55, 2.14], [0.02, -0.33, 0.04], [0.21, -0.65, -0.50], [-1.01, -0.99, 0.67], [0.85, 0.48, -1.13], [-0.12, 0.37, 0.33], [0.28, -0.36, -0.17], [-0.23, 0.54, -0.11]]}

{"formula": "C25H16AuBr2N5O3S2", "method": "ωB97M-V/def2-TZVPD", "mol_weight_g_mol": 855.3, "homo_energy_ev": -7.34, "charge": 0, "largest_force_ev_per_a": 2.79, "gap_ev": 4.54, "energy_ha": -7541.78807, "lumo_energy_ev": -2.79, "symbols": ["Au", "Br", "C", "C", "C", "Br", "C", "C", "C", "C", "N", "C", "C", "O", "H", "H", "H", "H", "N", "C", "C", "C", "C", "C", "C", "C", "H", "H", "H", "H", "N", "C", "C", "C", "C", "C", "C", "S", "O", "O", "N", "C", "S", "C", "C", "N", "H", "H", "H", "H", "H", "H", "H", "H"], "positions_angstrom": [[-0.72367, 0.31109, 0.17309], [-1.58522, 0.76812, -4.99908], [0.08470, 0.91323, -4.15230], [1.20458, 1.25850, -4.88374], [2.42211, 1.38560, -4.25385], [3.92071, 1.90349, -5.28161], [2.55567, 1.15044, -2.86538], [3.76889, 1.26283, -2.16595], [3.80076, 1.02115, -0.81533], [2.61287, 0.67533, -0.16699], [1.47286, 0.55816, -0.80626], [1.40657, 0.78282, -2.11714], [0.10191, 0.64330, -2.75617], [-0.92983, 0.28555, -2.14902], [1.12051, 1.43545, -5.94568], [4.67120, 1.53479, -2.69487], [4.72344, 1.09486, -0.26150], [2.59586, 0.48071, 0.89669], [-0.02054, -6.55422, 2.76636], [-0.08600, -5.48491, 2.35791], [-0.18825, -4.16664, 1.85704], [-0.07764, -3.93722, 0.48591], [-0.22227, -2.65257, -0.00775], [-0.48630, -1.59312, 0.84514], [-0.57721, -1.82611, 2.21063], [-0.42955, -3.10135, 2.72526], [0.11140, -4.76394, -0.18280], [-0.14428, -2.47949, -1.07027], [-0.77657, -1.00116, 2.87794], [-0.51017, -3.26735, 3.79029], [-5.44045, 6.18386, -2.69277], [-4.26291, 5.65863, -2.26076], [-3.47696, 4.86994, -3.11442], [-2.30309, 4.30747, -2.66328], [-1.88275, 4.54838, -1.36756], [-2.63776, 5.33376, -0.51461], [-3.82446, 5.88286, -0.94729], [-0.37509, 3.84385, -0.75613], [0.39912, 3.34517, -1.85954], [0.25689, 4.75798, 0.15941], [-0.91018, 2.54219, 0.10285], [-1.25370, 2.64645, 1.35947], [-1.27272, 4.09108, 2.34753], [-1.82858, 3.12720, 3.67188], [-1.92145, 1.81950, 3.30728], [-1.60996, 1.56324, 2.02231], [-5.69606, 6.12608, -3.66222], [-5.94671, 6.82460, -2.10765], [-3.79223, 4.72272, -4.13672], [-1.68143, 3.71054, -3.30912], [-2.26557, 5.53598, 0.47561], [-4.40994, 6.50884, -0.28887], [-2.03793, 3.57181, 4.62359], [-2.21309, 1.00391, 3.94419]], "forces_ev_per_angstrom": [[0.38, 1.32, 0.43], [-0.21, 0.02, -0.23], [-0.36, -0.43, 1.38], [0.80, 0.21, 0.27], [-0.34, -0.04, -0.12], [0.13, 0.02, -0.10], [-0.15, 0.05, -0.33], [0.05, -0.10, 0.44], [0.01, 0.08, -0.39], [-0.06, -0.12, 0.40], [-0.32, -0.23, 0.53], [-0.33, -0.11, -0.81], [1.78, 0.51, -1.98], [-1.51, -0.84, 2.19], [-0.02, 0.02, -0.03], [-0.02, 0.02, -0.03], [0.01, 0.01, 0.10], [0.02, 0.00, 0.07], [0.04, -0.29, 0.11], [0.06, -0.55, 0.27], [-0.10, 0.85, -0.31], [-0.04, 0.06, 0.25], [-0.03, 0.30, -0.42], [-0.04, -0.07, -0.50], [-0.12, 0.66, 0.03], [0.04, -0.14, -0.23], [0.01, -0.02, -0.04], [0.01, 0.02, -0.14], [-0.01, 0.04, 0.14], [0.00, -0.04, 0.00], [-0.44, 0.17, -0.11], [0.37, -0.23, 0.14], [-0.06, 0.10, 0.12], [0.12, 0.03, -0.08], [0.62, -0.18, 0.31], [-0.03, 0.25, 0.03], [0.01, -0.06, -0.17], [0.07, -0.12, -0.72], [-0.46, 0.15, 0.30], [-0.35, 0.05, 0.04], [0.45, -0.89, -1.59], [-0.13, 1.42, 1.31], [0.00, -0.50, 0.29], [-0.02, -0.72, -0.33], [-0.07, 0.50, 1.46], [0.55, -1.08, -2.09], [0.01, 0.05, 0.10], [0.04, -0.03, -0.14], [-0.04, -0.09, -0.10], [0.03, -0.15, -0.19], [-0.10, 0.15, 0.05], [-0.04, 0.03, 0.07], [-0.10, -0.01, 0.19], [-0.12, -0.04, 0.17]]}